No. 1
This record from OMol25 describes a molecular structure, C29H46P2SeSm. The level of theory is ωB97M-V with the def2-TZVPD basis set.

Calculated values
2S+1	6
HOMO level (alpha / beta)	-10.0 / -10.1	eV
expectation value of S²	8.772
charge	+1

Geometry as XYZ:
```
79
Properties=species:S:1:pos:R:3:forces:R:3:mulliken_charge:R:1
Sm 0.44261 -0.69629 1.54128 -0.09 -3.10 2.35 0.0185
C 1.27248 0.23893 3.88870 -0.84 -0.29 -0.32 0.4472
C -0.00609 0.84584 3.71433 0.09 -0.84 -0.08 0.4210
C -0.32277 -1.44250 3.87226 0.63 0.84 -0.19 0.6608
C 1.08532 -1.17762 3.97551 -0.99 0.55 -0.22 0.4872
C -0.98964 -0.19048 3.68443 1.03 0.01 0.01 0.4015
C 2.55961 0.96420 4.03552 0.48 0.26 0.25 -1.6646
H 2.54627 1.93247 3.52576 0.02 -0.09 0.07 0.3856
H 3.40059 0.38714 3.63916 -0.02 0.11 0.08 0.4280
H 2.77707 1.16444 5.09522 0.00 -0.04 -0.25 0.3091
C 2.19006 -2.16971 3.95385 0.36 -0.56 0.21 -1.1909
H 3.16060 -1.68044 3.83151 -0.11 -0.10 0.08 0.3358
H 2.07886 -2.89477 3.13403 0.05 0.12 0.19 0.2316
H 2.23268 -2.74993 4.88426 0.03 0.06 -0.15 0.3283
C -0.98777 -2.76567 3.77290 -0.04 -0.98 0.23 -0.7989
H -1.10903 -3.25433 4.74936 -0.02 0.21 -0.06 0.3364
H -0.40861 -3.45227 3.14167 -0.35 0.25 0.32 -0.0126
H -1.98337 -2.68773 3.32659 0.13 -0.04 0.07 0.2538
C -2.44788 -0.00360 3.48216 -0.57 0.07 0.19 -1.5552
H -2.97262 0.05567 4.44652 0.03 -0.01 -0.23 0.3508
H -2.89193 -0.83649 2.92732 -0.02 0.10 0.08 0.3235
H -2.67103 0.91809 2.93712 -0.02 -0.06 0.13 0.3549
C -0.27896 2.30285 3.68367 -0.17 0.60 0.18 -1.4745
H -0.60098 2.65854 4.67449 0.06 -0.05 -0.25 0.3758
H -1.07451 2.56552 2.97957 0.03 0.02 0.10 0.2926
H 0.60663 2.88272 3.41147 -0.10 -0.05 0.07 0.3585
C 2.01018 0.00173 -0.29127 1.26 1.78 -0.14 -0.4874
C 2.06750 1.07701 0.56288 1.25 -0.27 -1.99 -0.3185
C 1.33637 2.38089 0.37401 -0.33 0.35 0.47 -0.9105
C -0.11371 2.32030 -0.15816 0.28 0.40 -0.06 -0.3139
C -0.97934 1.20548 0.36682 -1.42 -0.45 -1.46 -0.2712
C -1.13728 -0.00144 -0.26736 -0.65 2.15 -0.44 -0.6287
C -0.32656 -0.45460 -1.46626 0.05 -0.58 -0.07 -0.7388
C 1.17869 -0.06527 -1.55646 0.10 -0.23 -0.45 -0.3275
H 1.88473 3.03694 -0.32632 0.12 -0.35 0.32 0.5206
H -0.10255 2.32439 -1.26109 -0.18 -0.14 0.43 -0.5652
H 1.34254 2.89959 1.34791 0.01 -0.13 -0.40 0.3451
H 1.26524 0.87425 -2.12379 0.04 -0.14 0.39 -0.1031
H 2.72716 -0.82700 -0.17371 -0.38 0.28 0.31 0.4416
H 2.85985 1.12437 1.32008 -0.30 -0.37 -0.11 0.7799
H 1.63852 -0.84360 -2.19038 -0.15 0.34 0.26 0.4620
H -0.40686 -1.55556 -1.51619 0.03 0.43 -0.05 0.4388
H -1.96980 -0.66941 0.00586 0.35 0.22 0.22 0.5978
H -0.77466 -0.05949 -2.39621 -0.17 -0.12 0.45 0.4048
H -0.58393 3.26903 0.15202 0.09 -0.36 -0.23 0.6398
H -1.68390 1.51534 1.14640 0.22 -0.51 -0.11 0.7048
P -0.43547 3.01721 -4.06412 0.30 0.18 -1.05 0.6071
C 0.95718 2.38660 -5.10002 0.12 0.01 0.25 -1.3693
C -0.17314 4.81535 -4.39177 0.11 -0.04 0.37 -1.2593
P -3.36473 2.46827 -4.33562 -0.31 0.06 -0.86 0.2622
C -1.79332 2.72314 -5.29910 -0.06 -0.09 0.58 -1.0541
C -4.21017 4.05093 -4.77042 -0.05 -0.07 0.34 -1.2033
C -4.22997 1.41379 -5.57862 -0.10 -0.09 0.26 -1.1626
H 0.87566 1.29487 -5.16941 0.12 0.19 -0.06 0.3439
H 1.90330 2.64418 -4.60742 -0.06 -0.12 -0.23 0.4046
H 0.92879 2.82605 -6.10599 0.07 -0.15 0.22 0.4288
H -0.02994 5.00437 -5.46370 -0.05 -0.02 0.26 0.3977
H 0.72630 5.12024 -3.84168 -0.21 0.15 -0.15 0.3822
H -1.02939 5.39010 -4.01913 0.22 -0.03 -0.09 0.3190
H -4.23223 1.87926 -6.57226 -0.02 -0.13 0.19 0.3266
H -5.26025 1.26215 -5.23508 0.15 -0.08 -0.21 0.3970
H -3.72225 0.44338 -5.62189 -0.20 0.11 -0.07 0.3377
H -1.57976 1.79762 -5.85772 -0.02 0.31 0.17 0.4971
H -1.88322 3.57443 -5.99605 0.09 -0.43 0.13 0.4233
H -5.25144 3.96806 -4.43433 0.19 0.20 -0.09 0.4120
H -4.18494 4.23304 -5.85212 -0.01 0.00 0.24 0.3551
H -3.72988 4.87727 -4.23427 -0.19 -0.04 -0.15 0.2909
Se 0.48977 -3.41498 0.60169 -0.11 1.18 -0.34 -0.1472
C 1.40546 -4.94789 1.22518 1.01 -1.56 0.44 0.5471
C 1.44994 -5.38206 2.56999 -0.06 0.07 -0.48 0.1615
C 2.04644 -6.59933 2.92281 0.23 -0.16 -0.61 -0.9254
C 2.61979 -7.42447 1.93999 -0.30 0.63 -0.08 -0.4267
C 2.60665 -6.99243 0.60235 -0.01 0.03 0.51 -0.5508
C 2.03483 -5.76990 0.25415 -0.43 0.27 0.56 -0.5894
H 1.00593 -4.77225 3.35223 0.06 -0.23 -0.14 0.2540
H 2.06562 -6.91539 3.96638 -0.06 0.14 -0.27 0.3714
H 3.07142 -8.38036 2.21193 -0.16 0.32 -0.10 0.3730
H 3.04500 -7.61817 -0.17377 -0.07 0.17 0.17 0.3534
H 2.03820 -5.44059 -0.77968 -0.02 -0.09 0.07 0.3674
```
Positions in Å, forces in eV/Å.

---

No. 2
This record from OMol25 describes a molecular structure, C32H34IN11O10P2SW. The level of theory is ωB97M-V with the def2-TZVPD basis set.

Calculated values
2S+1	3
HOMO level (alpha / beta)	-7.6 / -8.6	eV
expectation value of S²	2.017
charge	0

Geometry as XYZ:
```
92
Properties=species:S:1:pos:R:3:forces:R:3:mulliken_charge:R:1
W -0.21071 -0.60607 -1.70406 0.00 -0.02 0.49 1.6347
C 2.24668 3.27185 -1.75547 0.00 0.02 0.02 -1.1892
C 0.89083 3.51055 -1.17185 0.02 0.00 -0.01 0.6768
N 0.58737 4.67574 -0.65490 -0.01 0.02 0.03 -0.6738
C -0.64353 4.86919 -0.13046 0.02 -0.02 -0.02 -1.0835
C -1.62071 3.90979 -0.09950 0.00 0.01 0.00 0.6752
C -2.98106 4.23116 0.46121 0.01 -0.03 -0.04 -0.9545
O -4.01005 4.15267 -0.51765 -0.01 0.03 0.01 -0.5460
C -1.30750 2.63127 -0.62829 -0.09 -0.05 0.01 0.4579
C -2.30719 1.59309 -0.67756 0.05 0.07 -0.02 -1.1090
N -2.13324 0.36772 -1.02998 0.14 -0.13 0.03 1.0120
C -3.36390 -0.39261 -1.12228 0.06 0.09 -0.15 0.4163
C -4.31014 -0.39431 -0.10555 0.01 -0.07 0.11 0.1993
C -5.51329 -1.05951 -0.30199 0.00 -0.03 -0.08 -1.0009
C -5.77666 -1.70987 -1.50256 0.06 0.02 0.04 -0.5565
C -4.82037 -1.71791 -2.51958 -0.08 -0.08 0.12 -1.0517
C -3.63374 -1.08083 -2.27451 0.01 0.12 -0.19 -0.5465
I -1.66776 0.21492 -4.01355 -0.05 0.04 -0.08 0.0423
C -0.04297 2.42820 -1.16717 0.00 -0.05 0.11 0.2843
O 0.37342 1.29476 -1.64421 -0.13 -0.03 -0.20 0.2215
H 2.86390 4.15394 -1.60619 0.01 -0.01 -0.01 0.3776
H 2.16428 3.05449 -2.82283 0.00 -0.01 0.00 0.3477
H 2.71219 2.39471 -1.29863 0.00 0.01 0.00 0.2214
H -0.83175 5.85485 0.28037 0.00 0.00 0.00 0.4100
H -2.95004 5.21954 0.92921 0.00 0.01 -0.01 0.5273
H -3.27310 3.51664 1.23433 -0.01 0.01 0.00 0.3079
H -3.77328 4.72187 -1.25822 0.01 -0.01 0.01 0.3795
H -3.32548 1.89688 -0.45675 -0.01 0.03 0.01 1.0542
H -4.09220 0.08718 0.84163 -0.02 0.00 0.00 0.4346
H -6.24657 -1.07575 0.49272 0.00 0.00 0.00 0.3872
H -6.72068 -2.22041 -1.64482 0.00 0.00 0.00 0.3998
H -5.00847 -2.22492 -3.45824 -0.01 0.02 0.00 0.5048
C 4.50319 -2.62442 -3.35803 0.03 0.01 -0.01 -1.6988
C 3.04394 -2.45866 -2.94497 -0.07 -0.02 -0.02 0.9620
O 2.39962 -3.72502 -2.90694 0.05 0.00 0.00 -0.5264
P 2.13343 -1.22870 -4.00316 0.00 0.03 0.02 0.6761
O 2.09612 -1.42170 -5.58130 -0.03 -0.02 -0.03 -0.7390
O 3.36457 -0.15367 -4.09549 0.01 0.05 0.03 -0.8627
O 1.21501 -0.33156 -3.13374 0.04 -0.09 -0.10 -0.0357
P 2.85305 -1.66453 -1.29291 0.00 0.06 -0.01 0.4800
O 3.52503 -2.80013 -0.38176 0.01 0.01 0.01 -0.6606
O 3.51745 -0.34789 -1.18631 0.03 -0.01 0.00 -0.9689
O 1.33545 -1.75501 -1.00609 0.03 -0.01 -0.02 -0.5452
H 4.55674 -2.99104 -4.38390 0.01 0.00 0.00 0.4459
H 4.96725 -3.36420 -2.70300 -0.01 -0.01 0.00 0.3475
H 5.06334 -1.69779 -3.27772 -0.01 0.00 0.00 0.3472
H 2.87820 -4.26733 -2.26803 -0.02 -0.02 0.02 0.4920
H 2.76811 -0.85941 -5.98967 0.00 0.00 0.02 0.4182
H 3.52736 0.22833 -3.21335 0.00 -0.01 -0.02 0.3132
H 3.86707 -2.44002 0.44841 -0.02 0.01 -0.05 0.4147
N -1.94948 -3.80271 -2.23402 0.00 0.04 0.07 0.1463
C -1.96634 -3.24546 -0.98138 0.04 0.00 0.01 -0.2915
N -2.65075 -3.74937 0.02245 -0.10 0.10 0.06 -0.6514
N -2.42277 -2.89986 1.03991 0.09 -0.15 0.00 -1.0440
N -1.63392 -1.96043 0.68563 -0.10 -0.03 -0.16 0.4322
N -1.30492 -2.13692 -0.62484 0.07 0.06 -0.02 0.2757
C -0.99971 -3.44062 -3.13480 0.00 0.02 -0.03 0.0118
N -0.68448 -4.12524 -4.23410 0.01 0.01 0.02 -0.7690
N 0.31239 -3.45132 -4.78335 -0.03 -0.07 -0.01 -0.5637
N 0.56846 -2.41967 -4.06781 0.02 0.05 -0.01 -0.0551
N -0.25313 -2.35633 -3.00714 0.04 -0.04 -0.01 0.8914
H -2.41187 -4.68835 -2.35604 -0.01 0.00 -0.01 0.3149
O 0.24485 -0.13856 0.41781 -0.04 0.09 0.00 -1.1855
S -0.46950 0.45068 1.63374 -0.04 -0.04 -0.04 1.2810
C -0.27623 -0.69488 3.03130 0.01 -0.03 0.01 -1.4794
C 1.06731 -1.33980 3.17954 -0.01 0.02 0.01 -0.1313
C 1.44211 -2.38668 2.34328 -0.01 -0.02 -0.01 0.4173
C 2.65283 -3.03382 2.54542 0.01 0.02 0.05 -1.0404
C 3.51115 -2.62395 3.55796 -0.01 -0.02 -0.01 -0.3649
C 3.14777 -1.57020 4.38417 0.01 -0.01 0.00 -0.8687
C 1.92643 -0.94067 4.19996 0.00 0.05 -0.01 -0.1581
C 0.72478 1.71692 2.12254 -0.01 0.01 0.03 -0.3539
C 0.28777 2.46693 3.34962 0.03 0.00 0.03 -0.0815
C 1.14778 2.60215 4.43399 0.00 -0.02 -0.01 -0.3477
C 0.75152 3.30211 5.56467 0.00 0.01 0.01 -0.8798
C -0.51314 3.86809 5.62579 -0.01 0.00 -0.01 -0.4524
C -1.37550 3.74404 4.54508 0.01 0.01 0.00 -0.8196
C -0.97388 3.05315 3.41303 0.00 -0.03 -0.04 0.2342
H -1.06443 -1.42953 2.88437 0.01 0.05 0.00 0.6177
H -0.52415 -0.07209 3.89426 0.00 0.01 0.00 0.7065
H 0.78232 -2.69955 1.54452 -0.01 0.01 -0.01 0.2397
H 2.91939 -3.86749 1.90980 -0.01 -0.04 0.02 0.6309
H 4.45200 -3.13636 3.71448 0.00 0.00 -0.01 0.4262
H 3.80507 -1.25192 5.18295 0.00 0.00 0.00 0.4118
H 1.62361 -0.14271 4.86775 0.00 0.00 0.00 0.6053
H 0.78350 2.37026 1.25087 0.02 -0.01 0.01 0.0254
H 1.68618 1.21683 2.24749 0.01 0.00 0.00 0.6911
H 2.13908 2.16766 4.38497 0.00 -0.01 0.00 0.5835
H 1.43317 3.40667 6.39868 0.00 0.00 0.00 0.4100
H -0.82394 4.40959 6.50938 0.00 0.00 0.00 0.3985
H -2.36032 4.19153 4.58118 0.00 0.00 0.00 0.4374
H -1.64021 2.97178 2.56221 0.01 -0.01 0.05 0.2295
```
Positions in Å, forces in eV/Å.

---

No. 3
This record from OMol25 describes a molecular structure, C2H4ClI. The level of theory is ωB97M-V with the def2-TZVPD basis set.

Calculated values
HOMO level (alpha / beta)	-9.2 / -9.2	eV
charge	0

Geometry as XYZ:
```
8
Properties=species:S:1:pos:R:3:forces:R:3:mulliken_charge:R:1
C -0.72562 -0.34534 0.26439 -2.89 -1.88 -0.77 -0.8128
C 0.29313 0.40343 -0.52269 0.98 -1.13 -0.95 -0.3219
Cl 0.35406 2.04644 -0.13070 0.06 0.72 -0.14 -0.0698
I 2.73777 -0.47825 0.33165 -1.93 0.47 -0.74 -0.1260
H -1.85804 0.04623 0.44394 2.68 -0.26 -1.31 0.3009
H -0.41639 -0.39127 1.24517 0.95 0.07 2.35 0.3408
H -0.81734 -1.45418 -0.00385 0.22 1.63 -0.16 0.2920
H 0.43243 0.17293 -1.62791 -0.06 0.38 1.71 0.3969
```
Positions in Å, forces in eV/Å.

---

- Which formula does entry 3 have?
  C2H4ClI